(1)
# C2H3BrO

A cluster of 2 separate species, C2H3BrO in total at a distorted geometry (ωB97M-V/def2-TZVPD, OMol25).

Computed properties:
Energy above the lowest of the compared OMol25 structures with the same formula, charge and spin: 292.2 kJ/mol
LUMO: -0.559 eV
Frontier orbital gap: 9.841 eV

Each line ends with the Mulliken charge.
Cartesian coordinates (Å):
1 C 0.546214 -0.688712 -0.303943  0.002
2 C -0.274572 0.434073 0.259467  -0.361
3 O 1.661957 -0.927238 0.070637  -0.427
4 Br -2.054512 0.132556 -0.141587  -0.076
5 H 0.045233 -1.336980 -1.073121  0.302
6 H 0.049994 0.342069 1.223007  0.274
7 H 0.025683 2.044231 -0.034460  0.287

Cartesian forces (eV/Å) of the 2 atoms listed first:
0.7980 -0.1677 -1.7022
1.2047 3.7674 -2.5200


(2)
# C6H6N2O3S

The molecule C6H6N2O3S at a distorted geometry (ωB97M-V/def2-TZVPD, OMol25).

Computed properties:
Energy above the lowest of the compared OMol25 structures with the same formula, charge and spin: 870.2 kJ/mol
SMILES: N=[S@](=O)(c1ccccc1)[N+](=O)[O-]
LUMO (alpha / beta): -1.213 / -1.213 eV
Frontier orbital gap (alpha / beta): 8.725 / 8.726 eV

Each line ends with the Mulliken charge.
Cartesian coordinates (Å):
1 N -2.899274 0.367398 -0.430375  -0.548
2 S -1.794483 -0.050124 0.613685  0.666
3 O -1.950508 0.690461 2.420480  -0.574
4 C -0.102916 0.281496 0.061247  0.178
5 C 0.875845 0.885529 0.904945  -0.178
6 C 2.121530 1.230108 0.355282  -0.495
7 C 2.447307 0.823201 -0.967968  -0.339
8 C 1.440597 0.229355 -1.758058  -0.719
9 C 0.281992 -0.262636 -1.143223  -0.094
10 N -1.664543 -2.095381 0.895324  0.818
11 O -0.648688 -2.595794 0.599114  -0.448
12 O -2.713013 -2.541192 1.308733  -0.519
13 H -3.786417 0.370807 0.003559  0.314
14 H 0.705333 1.122424 1.939012  0.438
15 H 2.918202 1.600071 1.006499  0.339
16 H 3.338328 1.030823 -1.388499  0.479
17 H 1.734176 -0.096908 -2.775130  0.302
18 H -0.303466 -0.989638 -1.644628  0.380

Cartesian forces (eV/Å) of the 2 atoms listed first:
4.0568 -0.9690 0.5451
-1.6586 3.0665 4.8438


(3)
# C5H9N2O3

The ion C5H9N2O3 with charge -1 at a distorted geometry (ωB97M-V/def2-TZVPD, OMol25).

Computed properties:
Energy above the lowest of the compared OMol25 structures with the same formula, charge and spin: 522.2 kJ/mol
SMILES: CC1(C)OC[C@@H]1N=[N+]([O-])[O-]
LUMO: 3.601 eV
Frontier orbital gap: 7.406 eV
Net charge: -1

Each line ends with the Mulliken charge.
Cartesian coordinates (Å):
1 C 1.785445 0.013468 1.232524  -1.567
2 C 0.885169 0.135987 0.032001  1.969
3 C 0.955259 1.444435 -0.701092  -1.725
4 O 1.153258 -0.991443 -0.874245  -0.502
5 C -0.213257 -1.427041 -0.849290  -0.740
6 C -0.543719 -0.369360 0.182627  -0.497
7 N -1.619965 0.453972 -0.270895  -0.685
8 N -2.813788 0.187850 0.169759  0.949
9 O -3.026664 -0.741589 0.943126  -0.759
10 O -3.685018 0.804914 -0.388296  -0.763
11 H 2.360926 0.945142 1.505111  0.308
12 H 2.608201 -0.740119 1.001805  0.283
13 H 1.177845 -0.363336 1.987387  0.401
14 H 1.940471 1.563758 -1.034858  0.531
15 H 0.612616 2.338833 -0.147115  0.296
16 H 0.367845 1.254759 -1.639054  0.358
17 H -0.323903 -2.550338 -0.458676  0.202
18 H -0.748757 -1.221641 -1.785202  0.378
19 H -0.871962 -0.738257 1.094384  0.565

Cartesian forces (eV/Å) of the 2 atoms listed first:
2.7544 0.3631 -1.1867
-0.2170 -0.0729 -0.4372


(4)
# C6H12N2O3

A structure of composition C6H12N2O3 at a distorted geometry (ωB97M-V/def2-TZVPD, OMol25).

Computed properties:
Energy above the lowest of the compared OMol25 structures with the same formula, charge and spin: 728.2 kJ/mol
LUMO: 0.733 eV
Frontier orbital gap: 9.552 eV

Each line ends with the Mulliken charge.
Cartesian coordinates (Å):
1 C -1.014294 -1.888345 0.913534  -0.548
2 C -0.746600 0.031522 1.387472  -0.192
3 C -0.324063 -1.190774 2.180829  -0.017
4 C 0.532040 -0.645332 -1.724578  -1.551
5 C -0.271556 1.904662 -0.892313  -1.177
6 C 0.662787 0.678139 -0.861370  0.578
7 N -1.210691 -0.543514 0.330619  -0.374
8 N 1.641760 0.640412 -0.038975  0.838
9 O 2.078616 1.707185 0.701470  -0.469
10 O 2.282048 -0.412936 0.336420  -0.917
11 O 0.946997 -1.352018 2.483196  -0.589
12 H -0.356530 -2.590223 0.334189  0.211
13 H -1.988842 -2.389724 0.971948  0.293
14 H -1.017961 0.958392 1.794715  0.412
15 H 3.047925 1.458732 0.849395  0.392
16 H -0.894096 -1.265909 3.101502  0.377
17 H -0.474532 -0.842481 -1.882417  0.471
18 H 1.041541 -0.427760 -2.573146  0.507
19 H 0.953065 -1.582162 -1.356815  0.300
20 H -0.105106 2.491712 0.038148  0.323
21 H 0.000380 2.502542 -1.796184  0.345
22 H -1.251334 1.525546 -0.838076  0.390
23 H 1.578240 -1.053482 1.852176  0.397

Cartesian forces (eV/Å) of the 2 atoms listed first:
1.4758 -1.1004 -0.5570
-1.1643 -2.3806 0.2499


(5)
# C3H2O3

The molecule C3H2O3 (ωB97M-V/def2-TZVPD, OMol25).

Computed properties:
Energy above the lowest of the compared OMol25 structures with the same formula, charge and spin: 353.7 kJ/mol
LUMO: 0.917 eV
Frontier orbital gap: 11.580 eV

Each line ends with the Mulliken charge.
Cartesian coordinates (Å):
1 O 1.228790 -0.336395 -0.305027  -0.418
2 C 0.466616 0.229248 0.761132  0.130
3 C -0.745060 -0.588990 0.262060  0.146
4 O -1.648737 -1.284752 0.580127  -0.469
5 C -0.027510 0.109841 -0.915049  0.127
6 O -0.018109 1.300425 -0.123984  -0.418
7 H 0.912780 0.429403 1.735671  0.450
8 H -0.168770 0.141222 -1.994928  0.451

Cartesian forces (eV/Å) of the 2 atoms listed first:
-0.1562 -0.0716 -0.3624
-0.0074 0.3513 0.6150